Version A
This record from OMol25 describes a molecular structure, C38H32AsCaN6O4S. The level of theory is wB97M-V/def2-TZVPD.

Geometry as XYZ:
```
83
Properties=species:S:1:pos:R:3
Ca 0.7940 -0.0651 -0.7632
O 2.2876 -3.2581 -2.7752
C 2.2868 -2.4889 -1.7945
N 1.3864 -2.3274 -0.8453
C 0.2669 -3.1975 -0.7698
C 0.4592 -4.5674 -0.6259
C -0.6079 -5.4217 -0.4022
C -1.8925 -4.9063 -0.3226
C -2.1059 -3.5473 -0.4850
C -1.0476 -2.6706 -0.7239
N -1.2194 -1.2772 -0.8390
C -2.1791 -0.7958 -1.6109
O -3.0674 -1.3903 -2.2433
C -2.1408 0.7313 -1.8142
C -3.2952 1.3747 -2.2501
C -3.2536 2.7380 -2.4722
C -2.0588 3.4175 -2.2799
C -0.9511 2.6949 -1.8694
N -0.9961 1.3878 -1.6342
C 3.5005 -1.5530 -1.6489
C 4.7255 -1.9681 -2.1628
C 5.8270 -1.1466 -1.9962
C 5.6657 0.0655 -1.3428
C 4.4000 0.4155 -0.8963
N 3.3413 -0.3703 -1.0519
H 1.4705 -4.9471 -0.6834
H -0.4345 -6.4843 -0.2854
H -2.7347 -5.5630 -0.1417
H -3.1063 -3.1389 -0.4495
H -4.1816 0.7781 -2.4031
H -4.1404 3.2686 -2.7950
H -1.9785 4.4838 -2.4402
H 0.0084 3.1717 -1.6986
H 4.7698 -2.9191 -2.6736
H 6.7992 -1.4479 -2.3678
H 6.4970 0.7386 -1.1792
H 4.2108 1.3607 -0.3992
S 2.0039 1.9211 1.0681
C 0.9700 2.9701 2.0371
C 1.4139 4.2330 2.4478
C 0.6343 5.0428 3.2509
C -0.6210 4.6238 3.6802
C -1.0862 3.3785 3.2826
C -0.3068 2.5639 2.4716
As -0.8984 0.8875 1.7228
C -0.1511 -0.4370 2.9490
C 0.8079 -0.1198 3.9025
C 1.3751 -1.1225 4.6749
C 0.9966 -2.4458 4.4949
C 0.0518 -2.7670 3.5329
C -0.5191 -1.7655 2.7600
C -2.7805 0.8421 2.2591
C -3.6627 1.5967 1.4925
C -5.0189 1.6106 1.7788
C -5.5149 0.8575 2.8328
C -4.6457 0.0967 3.5981
C -3.2861 0.0909 3.3150
H 2.3914 4.5692 2.1256
H 1.0128 6.0143 3.5475
H -1.2270 5.2598 4.3137
H -2.0641 3.0359 3.6021
H 1.1240 0.9085 4.0318
H 2.1272 -0.8666 5.4117
H 1.4519 -3.2247 5.0935
H -0.2332 -3.7971 3.3604
H -1.2379 -2.0367 1.9896
H -3.2979 2.1825 0.6522
H -5.6897 2.2022 1.1686
H -6.5751 0.8588 3.0521
H -5.0226 -0.4985 4.4205
H -2.6188 -0.5077 3.9216
C 3.5750 1.6501 -4.6332
O 2.5991 0.6937 -5.0507
C 1.7091 0.3516 -4.0957
O 1.6719 0.8719 -3.0024
N 0.8850 -0.6317 -4.5329
N 0.0939 -1.2634 -3.5724
H 4.0817 1.9636 -5.5419
H 4.2790 1.1834 -3.9428
H 3.0978 2.4975 -4.1423
H 1.1933 -1.1398 -5.3484
H 0.4746 -2.1859 -3.3637
H -0.8685 -1.3236 -3.8796
```

Calculated values
LUMO = 0.09103 hartree
charge = -1

***

Version B
This record from OMol25 describes a molecular structure, C38H32AsCaN6O4S. The level of theory is wB97M-V/def2-TZVPD.

Geometry as XYZ:
```
83
Properties=species:S:1:pos:R:3
Ca 0.0152 0.0556 0.2636
O -3.9158 -0.5865 2.1771
C -3.0026 -0.1036 1.4997
N -1.7137 0.0460 1.7896
C -1.2376 -0.2017 3.0700
C -1.9780 0.1041 4.2104
C -1.4454 -0.0587 5.4772
C -0.1442 -0.5066 5.6244
C 0.6116 -0.8072 4.5058
C 0.0863 -0.6876 3.2168
N 0.7748 -0.9750 2.0596
C 1.8710 -1.7184 2.0580
O 2.4005 -2.3486 2.9825
C 2.5242 -1.8053 0.7001
C 3.7961 -2.3777 0.6286
C 4.4233 -2.4845 -0.5953
C 3.7517 -2.0278 -1.7213
C 2.4926 -1.4702 -1.5563
N 1.8953 -1.3538 -0.3792
C -3.3504 0.5414 0.1792
C -4.6270 1.0894 0.0400
C -4.9111 1.8447 -1.0804
C -3.9329 1.9594 -2.0574
C -2.7171 1.3153 -1.8641
N -2.4168 0.6550 -0.7585
H -2.9922 0.4608 4.0956
H -2.0606 0.1491 6.3421
H 0.2752 -0.6270 6.6149
H 1.6187 -1.1693 4.6180
H 4.2487 -2.7181 1.5475
H 5.4114 -2.9175 -0.6743
H 4.1943 -2.1041 -2.7039
H 1.9260 -1.1110 -2.4119
H -5.3480 0.9088 0.8229
H -5.8698 2.3372 -1.1853
H -4.1160 2.5231 -2.9602
H -1.9437 1.3154 -2.6211
S 0.0366 0.1258 -3.2029
C 1.1256 1.0595 -4.1561
C 1.0696 0.9852 -5.5539
C 1.8888 1.7652 -6.3373
C 2.7886 2.6433 -5.7511
C 2.8678 2.7138 -4.3687
C 2.0577 1.9348 -3.5594
As 2.0867 1.9621 -1.5887
C 0.9751 3.5437 -1.3713
C 1.1635 4.4195 -0.3070
C 0.3193 5.4974 -0.1099
C -0.7559 5.6967 -0.9605
C -0.9615 4.8288 -2.0202
C -0.0960 3.7710 -2.2281
C 3.8677 2.8262 -1.4875
C 4.9617 1.9623 -1.4784
C 6.2582 2.4415 -1.4087
C 6.4875 3.8053 -1.3186
C 5.4150 4.6804 -1.3447
C 4.1229 4.1917 -1.4455
H 0.3577 0.3040 -5.9954
H 1.8291 1.6961 -7.4150
H 3.4211 3.2746 -6.3599
H 3.5699 3.4071 -3.9181
H 1.9885 4.2533 0.3787
H 0.4984 6.1912 0.7022
H -1.4243 6.5367 -0.8146
H -1.7997 4.9897 -2.6855
H -0.2452 3.1153 -3.0786
H 4.7828 0.8917 -1.5279
H 7.0970 1.7569 -1.4160
H 7.4965 4.1874 -1.2386
H 5.5859 5.7492 -1.2893
H 3.3012 4.8945 -1.4977
C 1.3046 3.4351 4.1893
O 1.5554 2.5199 3.1412
C 0.7202 2.4036 2.1066
O 1.0672 1.7627 1.1393
N -0.4422 3.1149 2.1528
N -1.2926 2.9298 1.0477
H 2.2772 3.6189 4.6464
H 0.6268 3.0075 4.9312
H 0.8983 4.3729 3.8041
H -0.8892 3.2123 3.0629
H -1.9187 3.7237 0.9570
H -1.7930 2.0384 1.1286
```

Calculated values
LUMO = 0.08475 hartree
charge = -1

***

The least stable of them is version B.

***

Version A
This record from OMol25 describes 2 unconnected molecules or ions with the total composition C3H10S3. The level of theory is wB97M-V/def2-TZVPD.

Geometry as XYZ:
```
16
Properties=species:S:1:pos:R:3
C 0.8109 1.1901 -0.9149
S 1.9101 -0.2489 -1.1341
S 1.2057 -1.2665 0.5429
C 2.2832 -2.6794 0.3664
H -0.2095 0.9230 -1.1795
H 0.9415 1.5472 0.0979
H 1.0803 1.9458 -1.6536
H 3.3430 -2.4306 0.3543
H 2.1219 -3.3990 1.1712
H 2.0424 -3.2452 -0.5364
C -2.9460 1.3946 0.1311
S -1.7546 1.7573 1.4821
H -3.7623 2.0956 0.2849
H -2.5271 1.4722 -0.8668
H -3.3553 0.3996 0.2899
H -1.1841 0.5445 1.5648
```

Calculated values
LUMO = 0.01991 hartree

***

Version B
This record from OMol25 describes 2 unconnected molecules or ions with the total composition C3H10S3. The level of theory is wB97M-V/def2-TZVPD.

Geometry as XYZ:
```
16
Properties=species:S:1:pos:R:3
C 0.1884 -0.2598 -1.8166
C -0.7530 -1.3461 -1.3054
S -0.0847 -1.9784 0.2932
H 0.6822 -0.6573 -2.6958
H 0.9101 0.1492 -1.1225
H -0.4126 0.5197 -2.2970
H -1.7873 -1.0462 -1.1516
H -0.8800 -2.2078 -1.9628
H -0.7647 -3.1328 0.2901
C -0.4448 1.6427 1.3088
S 0.3694 1.9944 2.8844
S 2.1574 0.9825 2.9621
H 0.1294 2.1811 0.5551
H -1.5137 1.8311 1.2996
H -0.3481 0.5769 1.0605
H 2.5521 0.7508 1.6977
```

Calculated values
LUMO = 0.02360 hartree

***

The least stable of them is version B.

***

Version A
This record from OMol25 describes 2 unconnected molecules or ions with the total composition CH2F2N2. The level of theory is wB97M-V/def2-TZVPD.

Geometry as XYZ:
```
7
Properties=species:S:1:pos:R:3
C -0.8837 -0.7288 -0.2878
N -0.6909 -0.2309 -1.3522
N 1.0949 0.0917 1.0878
F 0.3430 0.9234 1.8280
F 1.5856 0.8733 0.0025
H -1.4770 -1.3751 0.3116
H 0.0281 0.4464 -1.5898
```

Calculated values
LUMO (spin up / spin down) = 0.01139 / -0.01164 hartree

***

Version B
This record from OMol25 describes 2 unconnected molecules or ions with the total composition CH2F2N2. The level of theory is wB97M-V/def2-TZVPD.

Geometry as XYZ:
```
7
Properties=species:S:1:pos:R:3
C 0.5950 -0.0179 0.4117
N -0.0756 -0.2011 -0.8141
N -0.8302 -0.3230 0.2621
F 0.2333 -1.2730 -1.5930
F -1.9418 1.6955 0.1296
H 1.2049 -0.8082 1.0036
H 0.8143 0.9278 0.6000
```

Calculated values
LUMO (spin up / spin down) = -0.12942 / -0.12943 hartree

***

The least stable of them is version B.

***

Version A
This record from OMol25 describes 2 unconnected molecules or ions with the total composition C2H2S3. The level of theory is wB97M-V/def2-TZVPD.

Geometry as XYZ:
```
7
Properties=species:S:1:pos:R:3
C 0.8969 -2.5313 -0.9663
C -0.1405 0.6071 -0.0355
S 1.1968 -2.8332 0.5225
S 0.5229 0.8385 1.3986
S -1.3861 1.5742 -0.6009
H 0.0380 -0.2849 -0.5540
H -1.1279 2.6296 0.2355
```

Calculated values
LUMO = -0.01642 hartree

***

Version B
This record from OMol25 describes C2H2S3 in the gas phase. The level of theory is wB97M-V/def2-TZVPD.

Geometry as XYZ:
```
7
Properties=species:S:1:pos:R:3
S 1.0866 -2.2693 -0.3944
C 1.1285 -0.5968 -0.2392
C -0.1458 0.3748 0.1215
S -0.2696 1.8983 -0.4390
S -1.5812 -0.3818 1.0105
H 1.8471 -0.0182 -0.7948
H -2.0657 0.9928 0.7354
```

Calculated values
LUMO = -0.07338 hartree

***

The least stable of them is version A.

***

Version A
This record from OMol25 describes 2 unconnected molecules or ions with the total composition CHCl3S. The level of theory is wB97M-V/def2-TZVPD.

Geometry as XYZ:
```
6
Properties=species:S:1:pos:R:3
S -1.8762 -1.3169 -0.9791
C -1.6414 0.0231 -0.1109
Cl -2.3304 0.5855 1.3252
Cl -0.7017 1.3584 -0.7982
Cl 3.3155 0.3325 0.2087
H 3.2342 -0.9825 0.3543
```

Calculated values
LUMO = -0.03689 hartree

***

Version B
This record from OMol25 describes 2 unconnected molecules or ions with the total composition CHCl3S. The level of theory is wB97M-V/def2-TZVPD.

Geometry as XYZ:
```
6
Properties=species:S:1:pos:R:3
C 1.1370 0.3451 0.4429
S 1.2008 -0.7631 -0.7624
Cl 1.6708 1.9083 0.2071
Cl -2.0821 1.0429 -0.1655
Cl 0.3782 -2.3272 0.2821
H -2.3046 -0.2059 -0.0042
```

Calculated values
LUMO = -0.02056 hartree

***

The least stable of them is version B.

***

Version A
This record from OMol25 describes 2 unconnected molecules or ions with the total composition C6H10O. The level of theory is wB97M-V/def2-TZVPD.

Geometry as XYZ:
```
17
Properties=species:S:1:pos:R:3
C -1.2945 0.9396 -0.1758
C -0.4042 1.7799 0.4126
C -0.1650 -1.2399 0.3489
C -1.2504 -0.4582 -0.0284
C 0.6734 -3.4485 0.7976
C -0.0943 -2.6333 0.0410
H -2.2812 1.2861 -0.4596
H -0.5322 2.8091 0.7182
H 0.4373 1.4143 0.9943
H 0.6840 -0.8755 0.9264
H -2.0503 -1.0355 -0.4854
H 1.1204 -2.9843 1.6747
H 0.7419 -4.5262 0.7523
H -0.2341 -2.8432 -1.0205
H 2.1554 3.9690 -2.0281
H 0.9961 3.5545 -1.0648
O 1.4979 4.2922 -1.4033
```

Calculated values
spin multiplicity = 2
LUMO (spin up / spin down) = -0.21540 / -0.28782 hartree
charge = +1

***

Version B
This record from OMol25 describes a gas-phase ion, C6H10O (charge +1). The level of theory is wB97M-V/def2-TZVPD.

Geometry as XYZ:
```
17
Properties=species:S:1:pos:R:3
O 0.1223 0.3589 -2.5085
C 0.5888 -0.0224 -1.4073
C 1.4217 0.7230 -0.4077
C 0.8962 0.3237 0.9697
C -0.4715 -0.3786 1.0335
C -0.7201 -1.6749 1.4872
C -1.6795 0.4912 0.7095
H 0.5156 -1.1127 -1.2894
H 1.2604 1.7252 -0.8891
H 2.5451 0.5049 -0.5103
H 1.4818 0.0260 1.9011
H 0.6740 1.4248 1.2594
H -1.6731 -1.8312 1.9505
H 0.0045 -2.4403 1.3493
H -2.2545 0.0764 -0.1872
H -2.3504 0.4609 1.6396
H -1.3957 1.5224 0.5345
```

Calculated values
spin multiplicity = 2
LUMO (spin up / spin down) = -0.19850 / -0.31460 hartree
charge = +1

***

The least stable of them is version B.